--- one ---
Formula: C3H3N3O2
Source: the Open Molecules 2025 dataset
Level of theory: wB97M-V/def2-TZVPD

Structure (XYZ):
```
11
Properties=species:S:1:pos:R:3:mulliken_charge:R:1
C -0.5443 -0.4416 -1.8867 -0.147
O -1.5217 -0.0374 -0.7822 -0.332
C -0.6412 0.1174 0.1746 0.416
N -0.7772 0.1487 1.5680 -0.327
N 0.4743 0.2325 2.0149 -0.559
N 1.3301 0.2046 1.0734 0.092
C 0.6687 0.0461 -0.0760 0.365
O 0.8629 -0.0201 -1.4759 -0.388
H -0.2683 -1.7201 -1.9836 0.234
H -0.9943 0.0772 -3.0176 0.244
H 2.4430 -0.3280 1.1993 0.401
```

Lowest unoccupied orbital energy ... 0.209 eV
Structure (SMILES) ... C1Oc2nn[nH]c2O1
HOMO ... -8.64 eV
Gap between HOMO and LUMO ... 8.9 eV
Multiplicity ... 1


--- two ---
Formula: C3H3N3O2
Source: the Open Molecules 2025 dataset
Level of theory: wB97M-V/def2-TZVPD

Structure (XYZ):
```
11
Properties=species:S:1:pos:R:3:mulliken_charge:R:1
H 2.9608 -0.2248 0.1608 0.322
N 2.2836 -0.9065 -0.0451 -0.590
C 1.1665 -0.2353 0.1153 0.370
N 1.0756 1.0635 -0.0553 -0.463
C -0.2052 1.4582 0.0156 -0.012
N -0.9562 0.1962 0.6415 -0.063
O -2.3889 0.0124 -0.1202 -0.479
C -0.1694 -0.8666 0.3270 0.791
O -0.7045 -1.8998 -0.0448 -0.600
H -0.6003 2.4350 -0.4013 0.330
H -2.4619 -1.0322 -0.5934 0.394
```

Lowest unoccupied orbital energy ... -1.467 eV
Structure (SMILES) ... [H]/N=C1\N=CN(O)C1=O
HOMO ... -10.55 eV
Gap between HOMO and LUMO ... 9.1 eV
Multiplicity ... 1


--- three ---
Formula: C3H3N3O2
Source: the Open Molecules 2025 dataset
Level of theory: wB97M-V/def2-TZVPD

Structure (XYZ):
```
11
Properties=species:S:1:pos:R:3:mulliken_charge:R:1
C -0.3139 -0.9338 -0.2381 -0.311
C 0.1804 1.8592 1.2571 0.769
C 0.3147 -0.1795 -2.3266 -0.079
N 0.4059 0.2379 -0.1764 -0.029
N 0.6626 0.5254 -1.3383 -0.211
N -0.5614 -1.6308 0.8459 -0.190
O -0.9015 1.6392 1.6226 -0.424
O 1.2248 2.3818 1.1903 -0.418
H 0.4616 0.1015 -3.3364 0.369
H -1.2259 -2.4818 0.7269 0.285
H -0.2474 -1.5191 1.7730 0.239
```

Lowest unoccupied orbital energy (spin up / spin down) ... -1.163 / -1.161 eV
HOMO (spin up / spin down) ... -8.86 / -8.86 eV
Gap between HOMO and LUMO (spin up / spin down) ... 7.7 / 7.7 eV
Multiplicity ... 1


Structures ranked by computed energy, the most stable listed first: two, three, one.


--- one ---
Formula: C6H10O3
Source: the Open Molecules 2025 dataset
Level of theory: wB97M-V/def2-TZVPD

Structure (XYZ):
```
19
Properties=species:S:1:pos:R:3:mulliken_charge:R:1
C -1.1762 0.8188 1.3985 -1.581
C -0.7920 0.2533 0.0291 0.594
C -1.4059 1.0964 -1.0923 -1.654
C 0.8094 0.1754 -0.1524 0.247
O 1.5161 0.8143 0.9011 -0.523
C 1.3181 -1.2217 -0.3106 0.134
O 2.7003 -1.3800 -0.3564 -0.551
C 0.5481 -2.2688 -0.4511 0.432
O -0.0747 -3.2649 -0.4599 -0.433
H -0.8722 0.1321 2.1952 0.325
H -2.2623 0.9431 1.4736 0.440
H -0.7181 1.7952 1.5850 0.332
H -1.2853 -0.7214 -0.0441 0.279
H -1.2600 0.6039 -2.0599 0.360
H -2.4832 1.2255 -0.9419 0.429
H -0.9542 2.0922 -1.1438 0.373
H 1.0474 0.7392 -1.0610 0.148
H 2.4390 0.5018 0.8563 0.326
H 2.9057 -2.3343 -0.3654 0.323
```

Lowest unoccupied orbital energy ... 0.262 eV
Structure (SMILES) ... CC(C)[C@@H](O)C(O)=C=O
HOMO ... -8.51 eV
Gap between HOMO and LUMO ... 8.8 eV
Multiplicity ... 1


--- two ---
Formula: C6H10O3
Source: the Open Molecules 2025 dataset
Level of theory: wB97M-V/def2-TZVPD

Structure (XYZ):
```
19
Properties=species:S:1:pos:R:3:mulliken_charge:R:1
C -0.4491 -0.0569 1.9516 -0.817
C -0.9004 -0.3605 0.7449 -0.378
C -0.5131 0.4296 -0.5259 1.071
C -1.3296 1.7156 -0.6224 -1.599
O -0.7446 -0.3266 -1.6626 -0.624
O 0.8530 0.8287 -0.3978 -0.406
C 1.7829 -0.2268 -0.5664 -0.437
C 1.3394 -1.5069 0.1346 0.139
O 0.7672 -2.3965 -0.4629 -0.512
H -0.8110 -0.5562 2.8351 0.311
H 0.3325 0.6734 2.0874 0.298
H -1.6880 -1.0862 0.5946 0.354
H -1.0808 2.3667 0.2092 0.360
H -2.3877 1.4734 -0.6065 0.389
H -1.0829 2.2085 -1.5585 0.390
H -0.3936 -1.2396 -1.5334 0.481
H 1.8960 -0.4416 -1.6433 0.285
H 2.7188 0.1362 -0.1493 0.342
H 1.6911 -1.6344 1.1717 0.353
```

Lowest unoccupied orbital energy ... 0.586 eV
Structure (SMILES) ... C=C[C@](C)(O)OCC=O
HOMO ... -9.88 eV
Gap between HOMO and LUMO ... 10.5 eV
Multiplicity ... 1


--- three ---
Formula: C6H10O3
Source: the Open Molecules 2025 dataset
Level of theory: wB97M-V/def2-TZVPD

Structure (XYZ):
```
19
Properties=species:S:1:pos:R:3:mulliken_charge:R:1
C -2.2030 -0.7673 -0.4372 -0.810
C 0.1834 -1.2814 -0.1072 0.281
O -0.8791 -0.2893 -0.6408 -0.287
O -0.1808 -2.0707 0.7988 -0.652
H 0.5220 -1.7349 -1.0702 0.248
H -2.4021 -1.6404 -1.0684 0.304
H -2.3634 -1.0500 0.6046 0.336
H -2.8992 0.0266 -0.7160 0.261
C 1.7267 0.7861 -0.4747 -0.836
C 1.4049 -0.2608 0.3716 0.740
C -0.8291 1.9217 -0.3019 0.291
C 1.9637 -0.5282 1.5672 -1.036
O -1.1749 2.2276 0.7937 -0.437
H -1.4312 1.9989 -1.2205 0.342
H 2.2194 1.6780 -0.1037 0.379
H 1.6464 0.6623 -1.5486 0.369
H 0.2888 1.6697 -0.5224 -0.108
H 2.8103 0.0304 1.9469 0.317
H 1.5970 -1.3783 2.1290 0.299
```

Lowest unoccupied orbital energy (spin up / spin down) ... -2.412 / -1.754 eV
HOMO (spin up / spin down) ... -7.94 / -9.18 eV
Gap between HOMO and LUMO (spin up / spin down) ... 5.5 / 7.4 eV
Multiplicity ... 1


Structures ranked by computed energy, the most stable listed first: two, one, three.


--- one ---
Formula: C6H10O3
Source: the Open Molecules 2025 dataset
Level of theory: wB97M-V/def2-TZVPD

Structure (XYZ):
```
19
Properties=species:S:1:pos:R:3:mulliken_charge:R:1
C 0.1453 0.5669 -1.6250 -0.709
C -0.0318 -0.9032 -1.0714 -0.633
C 0.4966 -1.3209 0.2428 0.268
C -0.6307 -1.1721 1.3860 -0.606
O -0.6877 0.2603 1.7394 -0.434
C 0.1032 1.1759 1.0658 -0.029
C -0.2432 1.5917 -0.4947 -0.558
O 1.5209 0.9011 0.9369 -0.239
O 1.6402 -0.5607 0.5908 -0.328
H -0.4186 0.9199 -2.3800 0.477
H 1.2687 0.6688 -1.9479 0.246
H 0.3103 -1.9886 -1.7627 0.187
H -1.3092 -1.0711 -1.0938 0.236
H 1.1335 -2.2891 0.3942 0.418
H -1.6248 -1.3993 1.0735 0.351
H -0.5328 -1.7325 2.2546 0.324
H -0.0127 2.0874 1.7189 0.410
H -1.3117 1.5066 -0.3281 0.323
H 0.1844 2.7589 -0.6992 0.297
```

Lowest unoccupied orbital energy ... 0.779 eV
Structure (SMILES) ... C1C[C@@H]2CO[C@H](C1)OO2
HOMO ... -9.07 eV
Gap between HOMO and LUMO ... 9.8 eV
Multiplicity ... 1


--- two ---
Formula: C6H10O3
Source: the Open Molecules 2025 dataset
Level of theory: wB97M-V/def2-TZVPD

Structure (XYZ):
```
19
Properties=species:S:1:pos:R:3:mulliken_charge:R:1
C -0.6847 0.9508 -1.8919 -1.028
C -0.7510 -0.0453 -0.9418 0.000
C -1.1618 0.3897 0.5250 0.744
C -2.0090 -0.5625 1.3437 -1.335
O -0.8511 1.4683 0.9831 -0.543
H 0.2828 1.3232 -2.1932 0.292
H -1.5517 1.4403 -2.3058 0.351
H -1.4932 -0.8159 -1.1714 0.367
H -1.7539 -0.4528 2.3963 0.334
H -3.0661 -0.3141 1.2363 0.372
H -1.8535 -1.6052 1.0676 0.382
O 3.0294 0.8656 0.5069 -0.490
C 1.7682 0.6320 0.0813 -0.029
C 1.3807 -0.6129 -0.4642 -0.326
O 1.3914 -1.6757 0.4575 -0.476
H 3.4504 0.0058 0.6686 0.327
H 1.2515 1.5732 -0.0355 0.394
H 2.0146 -0.9731 -1.2769 0.323
H 0.6071 -1.5915 1.0144 0.341
```

Lowest unoccupied orbital energy (spin up / spin down) ... 0.014 / -0.169 eV
Structure (SMILES) ... C=CC(C)=O.O/C=C\O
HOMO (spin up / spin down) ... -7.92 / -7.28 eV
Gap between HOMO and LUMO (spin up / spin down) ... 7.9 / 7.1 eV
Multiplicity ... 1


Structures ranked by computed energy, the most stable listed first: two, one.


--- one ---
Formula: C6H10O3
Source: the Open Molecules 2025 dataset
Level of theory: wB97M-V/def2-TZVPD

Structure (XYZ):
```
19
Properties=species:S:1:pos:R:3:mulliken_charge:R:1
C -1.5389 1.6220 0.4494 -1.336
C -0.5427 0.4714 0.5347 0.420
C 0.7822 0.7801 -0.1554 0.345
O 1.4207 1.8002 -0.1166 -0.584
O 1.1641 -0.2600 -0.9357 -0.381
C 0.1735 -1.2749 -0.9540 0.065
C -1.1261 -0.8996 -1.5877 -0.802
C -0.9668 -0.8447 -0.0853 -0.280
H -1.6665 1.9563 -0.5890 0.296
H -2.5152 1.2981 0.8317 0.353
H -1.1975 2.4740 1.0512 0.357
H -0.2865 0.2933 1.5913 0.285
H 0.5967 -2.2766 -0.9964 0.393
H -1.7336 -1.7117 -1.9868 0.291
H -1.1654 0.0324 -2.1559 0.194
H -1.5089 -1.5640 0.5279 0.394
O 3.4550 -0.3049 1.3239 -0.626
H 3.3119 -1.2000 0.9772 0.309
H 3.3440 -0.3914 2.2754 0.307
```

Lowest unoccupied orbital energy ... 0.645 eV
Structure (SMILES) ... C[C@@H]1C(=O)O[C@@H]2C[C@H]12.O
HOMO ... -10.08 eV
Gap between HOMO and LUMO ... 10.7 eV
Multiplicity ... 1


--- two ---
Formula: C6H10O3
Source: the Open Molecules 2025 dataset
Level of theory: wB97M-V/def2-TZVPD

Structure (XYZ):
```
19
Properties=species:S:1:pos:R:3:mulliken_charge:R:1
O 2.0344 1.7370 0.3025 -0.547
C 1.2773 0.6123 -0.0323 -0.038
C 1.0117 -0.1408 1.3506 -0.636
C -0.4547 -0.8050 1.2264 -0.816
C -0.6109 -0.6929 -0.3379 0.447
O 0.3099 -1.6306 -0.9616 -0.509
C -0.1448 0.8461 -0.4689 -0.516
C -1.1920 0.2499 -1.3736 -0.033
O -2.4685 0.7978 -1.0777 -0.500
H 2.1907 2.2128 -0.4988 0.336
H 1.8411 -0.0603 -0.7068 0.295
H 1.0284 0.7012 2.0246 0.377
H 1.8645 -0.7936 1.6825 0.292
H -0.5017 -1.8230 1.6008 0.344
H -1.2468 -0.1987 1.6910 0.279
H -0.1526 -2.5074 -0.9182 0.334
H -0.7107 1.4781 0.2099 0.206
H -0.9887 -0.1010 -2.3782 0.337
H -3.0866 0.1182 -1.3341 0.347
```

Lowest unoccupied orbital energy ... 0.632 eV
Structure (SMILES) ... O[C@H]1CC[C@@]2(O)[C@@H]1[C@@H]2O
HOMO ... -8.30 eV
Gap between HOMO and LUMO ... 8.9 eV
Multiplicity ... 1


Structures ranked by computed energy, the most stable listed first: one, two.


--- one ---
Formula: C6H10N2O2
Source: the Open Molecules 2025 dataset
Level of theory: wB97M-V/def2-TZVPD

Structure (XYZ):
```
20
Properties=species:S:1:pos:R:3:mulliken_charge:R:1
C -2.1434 -1.0756 0.9458 -1.359
C -1.6961 -0.8855 -0.4792 0.130
C -1.1552 0.4237 -1.0153 -0.115
C -1.0567 1.6105 -0.1289 -0.155
O -0.6483 1.6202 1.0139 -0.486
N -0.3215 -0.7690 -0.8896 -0.253
C 0.7731 -0.8512 0.0575 -0.127
C 2.0466 -0.4678 -0.5850 0.124
N 2.9194 -0.2458 -1.3302 -0.535
H -2.0982 -2.1418 1.2073 0.343
H -1.5434 -0.5108 1.6676 0.344
H -3.1878 -0.7470 1.0377 0.357
H -2.3007 -1.4399 -1.2033 0.386
H -1.4010 0.6869 -2.0468 0.365
H -1.3680 2.5560 -0.6204 0.349
H 0.6581 -0.2291 0.9591 0.249
H 0.8664 -1.8977 0.3831 0.403
O 4.1438 1.4104 0.6385 -0.687
H 3.2888 1.8412 0.7293 0.294
H 4.2243 1.1124 -0.3411 0.372
```

Lowest unoccupied orbital energy ... 0.318 eV
Structure (SMILES) ... C[C@H]1[C@@H](C=O)N1CC#N.O
HOMO ... -9.92 eV
Gap between HOMO and LUMO ... 10.2 eV
Multiplicity ... 1


--- two ---
Formula: C6H10N2O2
Source: the Open Molecules 2025 dataset
Level of theory: wB97M-V/def2-TZVPD

Structure (XYZ):
```
20
Properties=species:S:1:pos:R:3:mulliken_charge:R:1
C 2.0285 0.3205 0.3694 0.647
C 1.1249 0.7208 -0.7026 -1.209
C -0.6365 -1.0562 -0.3601 -0.764
C -1.9815 -1.0456 0.5300 -0.734
C -2.3963 0.4667 0.3440 -0.278
C -1.2060 1.0819 0.0540 0.335
H 3.6296 -0.1508 -0.8383 -0.026
H 3.9989 -0.1076 0.5485 0.282
H 1.0480 1.7457 -1.1571 0.412
H 1.2822 0.3086 -1.4440 0.736
H 0.3891 -1.7820 -0.0383 0.217
H -0.7367 -1.5271 -1.1302 0.603
H -2.9214 -2.0235 0.0812 0.238
H -1.6961 -1.3421 1.4222 0.365
H -3.0601 0.8076 -0.3673 0.359
H -2.5950 0.5776 1.3861 0.221
N 3.2459 -0.0288 -0.1120 -0.247
N -0.2236 0.2083 -0.2915 0.165
O 1.7644 0.4738 1.6096 -0.600
O -1.0585 2.3524 0.0962 -0.724
```

Lowest unoccupied orbital energy ... 0.579 eV
HOMO ... -9.03 eV
Gap between HOMO and LUMO ... 9.6 eV
Multiplicity ... 1


Structures ranked by computed energy, the most stable listed first: one, two.


--- one ---
Formula: C6H10N2O2
Source: the Open Molecules 2025 dataset
Level of theory: wB97M-V/def2-TZVPD

Structure (XYZ):
```
20
Properties=species:S:1:pos:R:3:mulliken_charge:R:1
H 2.6352 -2.8419 0.8668 0.296
N 1.9257 -2.8061 0.0835 -0.718
C 1.4737 -1.6183 0.0884 0.173
O 2.0409 -0.7311 0.9770 -0.567
C 0.6557 -1.0914 -1.0449 -0.025
N 0.9443 0.2327 -1.5876 -0.619
C -0.3367 0.0266 -0.9512 -0.345
C -0.6299 0.8372 0.2852 0.961
O 0.4925 1.4127 0.8958 -0.663
C -1.7014 0.3862 1.2224 -0.803
C -1.9170 1.6066 0.3590 -0.767
H 1.6644 0.1723 0.8577 0.483
H 0.4096 -1.8854 -1.7520 0.449
H 0.8951 0.2458 -2.6018 0.260
H -1.2093 -0.1090 -1.5965 0.452
H 0.8971 2.0327 0.2768 0.405
H -2.2392 -0.5300 0.9739 0.236
H -1.5190 0.5452 2.2856 0.270
H -1.8753 2.5811 0.8458 0.270
H -2.6063 1.5344 -0.4838 0.252
```

Lowest unoccupied orbital energy ... 0.674 eV
Structure (SMILES) ... [H]/N=C(\O)[C@@H]1N[C@@H]1C1(O)CC1
HOMO ... -9.50 eV
Gap between HOMO and LUMO ... 10.2 eV
Multiplicity ... 1


--- two ---
Formula: C6H10N2O2
Source: the Open Molecules 2025 dataset
Level of theory: wB97M-V/def2-TZVPD

Structure (XYZ):
```
20
Properties=species:S:1:pos:R:3:mulliken_charge:R:1
H 0.5397 2.5245 2.4041 0.315
N -0.1586 2.3881 1.5501 -0.645
C -0.4806 1.2606 2.0042 0.256
O -1.7193 0.8119 2.1531 -0.371
C 0.6294 0.3428 1.2675 0.493
O 1.4021 -0.1707 2.0519 -0.587
C 0.6166 -0.0782 -0.1735 1.148
C 0.5786 1.0178 -1.2182 -1.648
N 1.4255 -1.2495 -0.4871 -0.814
C -0.0130 -1.4257 -0.4084 -0.119
C -0.7812 -1.7574 -1.6582 -1.367
H -2.3392 1.5511 2.0787 0.369
H 0.8696 0.6121 -2.1932 0.541
H -0.4269 1.4434 -1.3200 0.281
H 1.3033 1.8080 -0.9761 0.355
H 1.8818 -1.6035 0.3527 0.336
H -0.3846 -1.9193 0.4957 0.474
H -0.3269 -1.3025 -2.5466 0.323
H -0.7971 -2.8471 -1.8009 0.367
H -1.8191 -1.4064 -1.5758 0.294
```

Lowest unoccupied orbital energy (spin up / spin down) ... 0.191 / 0.190 eV
Structure (SMILES) ... [H]/N=C(/O)C(=O)[C@@]1(C)N[C@@H]1C
HOMO (spin up / spin down) ... -8.77 / -8.77 eV
Gap between HOMO and LUMO (spin up / spin down) ... 9.0 / 9.0 eV
Multiplicity ... 1


Structures ranked by computed energy, the most stable listed first: one, two.